{
  "formula": "CH27O13",
  "method": "ωB97M-V/def2-TZVPD",
  "orbital_gap_ev": 8.344,
  "relative_energy_kcal_mol": 90.4,
  "charge": -1,
  "lumo_ev": 2.555,
  "homo_energy_ev": -5.79,
  "species": ["C", "O", "H", "H", "H", "O", "H", "H", "O", "H", "H", "O", "H", "H", "O", "H", "H", "O", "H", "H", "O", "H", "H", "O", "H", "H", "O", "H", "H", "O", "H", "H", "O", "H", "H", "O", "H", "H", "O", "H", "H"],
  "positions_angstrom": [[-0.023, 0.361, 0.273], [-1.381, 0.569, -0.303], [0.107, 1.295, 0.808], [0.743, 0.232, -0.481], [0.065, -0.417, 1.080], [2.301, 3.541, 0.209], [1.448, 3.278, 0.174], [2.531, 4.314, -0.456], [3.171, 0.987, 1.683], [3.523, 1.880, 1.424], [2.244, 1.144, 1.476], [-0.721, -3.125, 2.128], [-0.948, -2.847, 1.205], [-1.188, -3.806, 2.254], [3.507, -0.695, -0.786], [3.634, -1.494, -0.065], [3.915, 0.147, -0.437], [-3.909, 0.495, -1.214], [-2.998, 0.517, -1.195], [-4.210, 1.023, -2.009], [-1.965, -2.218, -0.434], [-1.591, -1.288, -0.627], [-1.556, -2.855, -1.086], [1.107, -3.322, -0.182], [1.923, -3.076, 0.180], [0.467, -2.656, -0.528], [-2.262, 1.283, 2.068], [-1.845, 0.948, 1.250], [-1.893, 0.569, 2.533], [-1.594, -1.035, 3.627], [-0.797, -0.786, 4.259], [-1.247, -1.681, 3.043], [-0.611, 3.204, -0.979], [-1.511, 3.400, -0.666], [-0.702, 2.365, -0.622], [1.780, -0.542, -3.240], [2.180, -0.417, -2.464], [0.864, -0.637, -3.153], [-0.926, 0.137, -3.052], [-0.829, 0.860, -3.536], [-0.814, 0.332, -2.154]],
  "nbo_charge": [-0.3274, -1.0394, 0.1526, 0.1659, 0.1607, -0.9784, 0.4903, 0.4866, -0.9611, 0.4824, 0.4787, -0.9462, 0.5062, 0.4468, -0.9772, 0.4798, 0.4978, -0.9450, 0.4948, 0.4445, -0.9883, 0.5191, 0.4569, -0.9744, 0.4759, 0.4944, -0.9990, 0.4855, 0.4653, -0.9673, 0.4596, 0.4930, -0.9739, 0.4714, 0.4895, -0.9692, 0.4703, 0.4818, -0.9622, 0.4598, 0.4992]
}

=====

{
  "formula": "CH27O16",
  "method": "ωB97M-V/def2-TZVPD",
  "orbital_gap_ev": 8.785,
  "relative_energy_kcal_mol": 34.3,
  "charge": -1,
  "lumo_ev": 1.769,
  "homo_energy_ev": -7.02,
  "species": ["C", "O", "O", "O", "H", "O", "H", "H", "O", "H", "H", "O", "H", "H", "O", "H", "H", "O", "H", "H", "O", "H", "H", "O", "H", "H", "O", "H", "H", "O", "H", "H", "O", "H", "H", "O", "H", "H", "O", "H", "H", "O", "H", "H"],
  "positions_angstrom": [[-0.171, -0.056, 0.370], [1.066, -0.004, 0.364], [-0.867, -0.632, -0.657], [-0.846, 0.452, 1.256], [-0.204, -0.813, -1.322], [3.216, -0.554, 1.863], [2.519, -0.389, 1.187], [3.854, 0.138, 1.633], [0.045, 3.351, -0.623], [0.127, 4.161, -0.101], [0.797, 2.704, -0.422], [-2.385, -0.047, 3.339], [-1.775, -0.065, 2.565], [-2.185, 0.781, 3.640], [-0.007, -2.619, -2.341], [-0.791, -2.917, -2.761], [0.466, -3.462, -2.028], [-0.040, -1.676, 3.189], [0.649, -1.347, 2.560], [-0.220, -1.015, 3.821], [2.512, 2.099, -0.054], [2.846, 2.183, 0.856], [2.081, 1.238, 0.022], [0.373, 2.230, 2.712], [0.805, 1.713, 3.353], [0.167, 1.514, 2.108], [-2.798, 2.266, 0.601], [-2.482, 2.866, 1.286], [-2.178, 1.515, 0.652], [0.320, 0.975, -3.126], [0.963, 0.412, -2.688], [-0.113, 0.448, -3.766], [-2.736, -0.244, -2.953], [-2.595, -0.178, -3.897], [-2.326, 0.471, -2.470], [1.721, -2.935, 0.426], [1.879, -3.636, -0.167], [2.135, -2.205, -0.002], [-3.632, -1.382, -0.434], [-2.740, -1.086, -0.738], [-3.863, -0.662, 0.198], [2.117, -0.781, -2.609], [2.889, -1.295, -2.173], [1.423, -1.503, -2.682]],
  "nbo_charge": [1.0277, -0.8649, -0.7232, -0.7940, 0.4988, -0.9720, 0.4934, 0.4526, -0.9827, 0.4605, 0.5002, -0.9735, 0.5013, 0.4463, -0.9562, 0.4971, 0.4842, -0.9496, 0.4784, 0.4688, -0.9705, 0.4638, 0.4938, -0.9747, 0.4466, 0.4913, -0.9755, 0.4611, 0.4931, -0.9490, 0.4836, 0.4460, -0.9604, 0.4602, 0.5023, -0.9082, 0.4402, 0.4687, -0.9731, 0.4905, 0.4724, -0.9699, 0.4777, 0.4967]
}

=====

{
  "formula": "CH27O16Sn",
  "method": "ωB97M-V/def2-TZVPD",
  "orbital_gap_ev": 7.010,
  "relative_energy_kcal_mol": 0.0,
  "charge": 1,
  "lumo_ev": -5.423,
  "homo_energy_ev": -12.43,
  "species": ["Sn", "C", "O", "O", "O", "H", "O", "H", "H", "O", "H", "H", "O", "H", "H", "O", "H", "H", "O", "H", "H", "O", "H", "H", "O", "H", "H", "O", "H", "H", "O", "H", "H", "O", "H", "H", "O", "H", "H", "O", "H", "H", "O", "H", "H"],
  "positions_angstrom": [[-0.404, 1.751, -3.116], [-0.397, -0.266, -0.140], [-0.755, 0.450, 0.821], [0.166, -1.401, 0.125], [-0.499, 0.021, -1.333], [0.354, -1.642, 1.048], [-1.184, -3.043, -2.143], [-0.832, -3.910, -1.814], [-0.817, -2.393, -1.534], [-0.217, 2.829, -0.746], [0.087, 3.744, -0.817], [0.342, 2.527, -0.020], [1.419, 2.529, 1.526], [2.084, 3.147, 1.734], [1.912, 1.726, 1.256], [0.565, 0.160, 3.023], [0.167, 0.376, 2.207], [1.458, 0.492, 3.031], [-2.660, 0.359, -3.058], [-2.714, -0.410, -3.654], [-2.904, -0.019, -2.231], [2.775, 0.579, 0.125], [2.674, -0.297, 0.485], [3.477, 1.037, 0.583], [-1.260, 3.411, 2.185], [-1.208, 3.441, 3.133], [-0.430, 2.928, 2.032], [-3.012, -0.644, 1.553], [-2.141, -0.297, 1.306], [-3.616, 0.096, 1.527], [3.125, -2.214, 1.178], [2.410, -2.295, 1.752], [2.907, -2.600, 0.316], [1.787, -1.445, -2.227], [1.249, -1.182, -1.414], [2.648, -1.058, -2.147], [-3.048, 1.692, -0.059], [-2.142, 1.446, 0.148], [-3.239, 2.359, 0.609], [0.541, -2.995, 2.336], [0.053, -2.822, 3.185], [-0.033, -3.626, 1.923], [0.108, -0.612, -4.176], [0.750, -0.932, -3.542], [0.442, -0.989, -4.958]],
  "nbo_charge": [1.6977, 1.0122, -0.7886, -0.7531, -0.8623, 0.5505, -0.9493, 0.4759, 0.4698, -0.9819, 0.4946, 0.5317, -0.9822, 0.4873, 0.4932, -0.9609, 0.4805, 0.4549, -0.9638, 0.5127, 0.5228, -0.9787, 0.5092, 0.4859, -0.9573, 0.4722, 0.4785, -0.9757, 0.4675, 0.4782, -0.9571, 0.4926, 0.4802, -0.9808, 0.5059, 0.4877, -0.9875, 0.4837, 0.4873, -0.9688, 0.5148, 0.4885, -0.9902, 0.5199, 0.5021]
}

=====

{
  "formula": "CH28O17",
  "method": "ωB97M-V/def2-TZVPD",
  "orbital_gap_ev": 9.358,
  "relative_energy_kcal_mol": 6.1,
  "charge": -2,
  "lumo_ev": 5.268,
  "homo_energy_ev": -4.09,
  "species": ["C", "O", "O", "O", "O", "H", "H", "O", "H", "H", "O", "H", "H", "O", "H", "H", "O", "H", "H", "O", "H", "H", "O", "H", "H", "O", "H", "H", "O", "H", "H", "O", "H", "H", "O", "H", "H", "O", "H", "H", "O", "H", "H", "O", "H", "H"],
  "positions_angstrom": [[0.151, -0.006, 0.276], [0.102, -0.710, 1.474], [-0.291, -0.619, -0.748], [0.514, 1.263, 0.311], [0.904, -2.411, -3.420], [1.341, -3.227, -3.328], [0.968, -2.035, -2.551], [2.753, -1.004, 2.097], [3.062, -0.354, 1.491], [1.812, -1.012, 2.038], [0.887, 0.588, -2.698], [1.137, 1.535, -2.569], [0.478, 0.228, -1.891], [-1.990, 2.377, 1.186], [-1.220, 2.027, 0.699], [-2.281, 1.676, 1.672], [-0.570, -3.000, 3.006], [-0.432, -2.141, 2.630], [-0.749, -2.795, 3.937], [0.751, -3.033, 0.139], [0.437, -2.132, -0.091], [1.136, -2.901, 0.995], [2.953, 0.582, -0.072], [2.831, -0.271, -0.521], [2.033, 0.789, 0.068], [-2.144, 1.273, -1.423], [-2.711, 1.494, -0.720], [-1.392, 0.864, -1.040], [1.502, 2.577, 2.102], [1.165, 2.015, 1.376], [0.887, 3.238, 2.372], [-2.268, -1.827, -2.069], [-1.913, -1.450, -2.871], [-1.572, -1.439, -1.503], [-1.364, -0.006, -4.049], [-0.688, 0.147, -3.424], [-0.988, -0.060, -4.950], [0.543, 3.715, -0.700], [0.540, 2.846, -0.251], [-0.068, 4.306, -0.299], [0.179, 0.534, 3.812], [0.527, 1.360, 3.501], [0.109, 0.087, 2.933], [-2.624, -0.751, 1.120], [-2.726, -1.687, 1.016], [-1.713, -0.651, 0.939]],
  "nbo_charge": [0.9922, -0.9293, -0.8358, -0.8919, -0.9364, 0.4530, 0.4829, -1.0046, 0.4799, 0.4854, -1.0098, 0.4901, 0.4886, -0.9726, 0.4869, 0.4732, -0.9611, 0.5017, 0.4532, -0.9848, 0.4879, 0.4735, -0.9570, 0.4626, 0.4777, -0.9483, 0.4712, 0.4617, -1.0030, 0.4896, 0.4550, -0.9895, 0.4783, 0.4823, -0.9700, 0.4995, 0.4576, -0.9839, 0.5013, 0.4590, -1.0185, 0.4727, 0.4937, -0.9660, 0.4720, 0.4801]
}